# 1
{
  "formula": "C4H7NO",
  "method": "ωB97M-V with the def2-TZVPD basis set",
  "elements": ["C", "H", "H", "H", "C", "H", "H", "C", "N", "H", "C", "O", "H"],
  "xyz": [[-1.2514, -0.5363, 0.2798], [0.4672, -1.7626, -0.4846], [1.9766, 0.3450, -0.9193], [-2.1398, -1.1546, 0.0619], [1.1193, 0.2942, -0.2253], [2.1014, 0.7236, 1.3996], [-1.0793, -0.6918, 1.3593], [-1.6189, 0.8711, 0.1133], [-1.6927, 2.0044, -0.1086], [0.6250, 1.2708, -0.2966], [0.0690, -0.7483, -0.6117], [1.5421, 0.0020, 1.0918], [-0.0874, -0.6173, -1.6973]],
  "smiles": "N#CCCCO",
  "energy_ha": -286.5841,
  "lumo_ha": 0.0308,
  "homo_ha": -0.388,
  "e_above_lowest_ev": 1.294
}


# 2
{
  "formula": "C4H7NO",
  "method": "ωB97M-V with the def2-TZVPD basis set",
  "elements": ["C", "H", "O", "H", "C", "N", "H", "H", "C", "C", "H", "H", "H"],
  "xyz": [[-1.1892, 0.1345, 0.3605], [1.6678, 1.3626, -1.0114], [1.9080, -1.0450, 0.4398], [-0.7255, -2.1736, 1.1481], [0.7457, -0.7102, 0.4313], [0.1139, 0.2548, -0.2739], [0.0757, 1.8046, -1.6962], [0.8954, 0.3010, -2.2043], [-0.4841, -1.1015, 1.2183], [0.7063, 0.9798, -1.3627], [-0.2664, -0.9064, 2.2831], [-1.4556, 0.9206, 1.0766], [-1.9921, 0.1788, -0.4092]],
  "smiles": "CN1CCC1=O",
  "energy_ha": -286.5740,
  "lumo_ha": 0.0317,
  "homo_ha": -0.340,
  "e_above_lowest_ev": 1.570
}


# 3
{
  "formula": "C4H7NO",
  "method": "ωB97M-V with the def2-TZVPD basis set",
  "elements": ["H", "C", "C", "H", "O", "C", "H", "H", "H", "C", "H", "N", "H"],
  "xyz": [[1.8019, -0.6007, -1.6371], [0.2661, 0.2686, 1.2185], [1.9143, -0.7823, -0.6054], [-0.2501, 0.1470, 2.1647], [-2.1853, -0.3509, 0.8922], [1.0096, -0.1270, 0.2562], [0.3686, 1.9773, -0.2030], [-2.5756, -0.3758, -1.0280], [2.9416, -0.8027, -0.1590], [-2.3929, 0.2657, -0.1551], [1.5241, -1.8689, -0.5743], [0.0256, 0.9643, -0.0163], [-2.4478, 1.2855, -0.1535]],
  "smiles": "CC1=CN1.C=O",
  "energy_ha": -286.4196,
  "lumo_ha": 0.0364,
  "homo_ha": -0.283,
  "e_above_lowest_ev": 5.769
}


# 4
{
  "formula": "C4H7NO",
  "method": "ωB97M-V with the def2-TZVPD basis set",
  "elements": ["C", "O", "H", "N", "C", "H", "C", "H", "C", "H", "H", "H", "H"],
  "xyz": [[-1.8873, -0.4581, 0.5805], [1.8094, 0.0249, 0.9350], [2.0853, 0.9119, 1.1908], [-0.9291, 1.8505, 0.1703], [1.4188, 0.0126, -0.3760], [-1.5762, -0.9804, 1.4772], [0.6371, -0.9525, -0.8451], [0.3133, -1.7551, -0.1926], [-1.4415, 0.7531, 0.3759], [-2.4598, -0.9772, -0.1779], [-0.0277, 1.6742, -0.2972], [1.8035, 0.8091, -1.0151], [0.2745, -0.9407, -1.8660]],
  "smiles": "C=C=N.C=CO",
  "energy_ha": -286.5135,
  "lumo_ha": 0.0278,
  "homo_ha": -0.327,
  "e_above_lowest_ev": 3.215
}


# 5
{
  "formula": "C4H7NO",
  "method": "ωB97M-V with the def2-TZVPD basis set",
  "elements": ["H", "N", "C", "O", "C", "H", "H", "H", "H", "C", "H", "C", "H"],
  "xyz": [[0.4032, 2.0167, 0.4990], [0.7352, -0.4727, -0.1269], [0.2085, -0.0157, -1.4063], [-0.1099, -2.0921, 1.2328], [-0.5118, 1.4540, 0.6962], [-0.1953, -0.7499, -2.1015], [-0.4711, 1.1272, 1.7412], [1.7398, -2.2325, 0.4219], [0.7347, 0.8087, -1.8823], [0.7775, -1.7040, 0.5041], [-1.3818, 2.0983, 0.5555], [-0.5350, 0.2071, -0.1391], [-1.3940, -0.4451, 0.0054]],
  "smiles": "C[C@H]1CN1C=O",
  "energy_ha": -286.5609,
  "lumo_ha": 0.0337,
  "homo_ha": -0.363,
  "e_above_lowest_ev": 1.925
}


# 6
{
  "formula": "C4H7NO",
  "method": "ωB97M-V with the def2-TZVPD basis set",
  "elements": ["C", "H", "H", "H", "H", "H", "C", "C", "O", "H", "N", "C", "H"],
  "xyz": [[1.1546, 0.4773, 0.4714], [2.8564, 0.4003, -0.7498], [1.8207, -1.1028, -0.7690], [-1.0033, 1.7242, 0.3965], [-2.1012, -0.9718, -0.5982], [1.3192, 1.4847, 0.8288], [1.9641, -0.1005, -0.4208], [-1.0227, 0.6572, 0.2192], [-0.0735, -1.4795, 0.9383], [-0.0830, -1.7840, 0.0195], [-0.0221, -0.0907, 0.9932], [-1.9962, 0.0950, -0.4805], [-2.8131, 0.6906, -0.8486]],
  "smiles": "C=CN(O)C=C",
  "energy_ha": -286.4818,
  "lumo_ha": 0.0339,
  "homo_ha": -0.334,
  "e_above_lowest_ev": 4.079
}


# 7
{
  "formula": "C4H7NO",
  "method": "ωB97M-V with the def2-TZVPD basis set",
  "elements": ["C", "O", "C", "H", "H", "H", "H", "H", "C", "H", "N", "H", "C"],
  "xyz": [[0.7168, -1.4027, 0.9519], [-1.9749, 0.0646, 0.9805], [-1.0568, 1.3619, -0.8530], [0.7033, -2.4800, 0.7998], [-0.5595, 1.0190, -1.7645], [1.7195, -0.8515, -1.0826], [0.6715, -1.1097, 2.0097], [1.9968, 0.3067, 0.2895], [-1.0825, 0.2599, 0.1807], [-2.0820, 1.6532, -1.0715], [-0.0163, -0.5865, 0.0621], [-0.5111, 2.2310, -0.4728], [1.3917, -0.5111, -0.0973]],
  "smiles": "CC(=O)N1CC1",
  "energy_ha": -286.5663,
  "lumo_ha": 0.0345,
  "homo_ha": -0.352,
  "e_above_lowest_ev": 1.777
}


# 8
{
  "formula": "C4H7NO",
  "method": "ωB97M-V with the def2-TZVPD basis set",
  "elements": ["O", "C", "C", "H", "C", "H", "H", "H", "C", "N", "H", "H", "H"],
  "xyz": [[0.7713, 1.6987, 0.1249], [-0.4919, -0.2825, -0.3639], [-1.9275, -0.1196, 0.1477], [2.2594, -0.1620, 1.4740], [1.9860, -0.3456, 0.4315], [-1.5651, 1.3766, -1.1457], [2.8258, -0.0052, -0.1824], [-2.5877, -0.9882, 0.1875], [0.7318, 0.4867, 0.0887], [-1.6084, 0.3574, -1.1587], [-0.1520, -1.2127, -0.8265], [-2.1386, 0.6253, 0.9193], [1.8969, -1.4289, 0.3034]],
  "smiles": "CC(=O)[C@H]1CN1",
  "energy_ha": -286.5591,
  "lumo_ha": 0.0356,
  "homo_ha": -0.361,
  "e_above_lowest_ev": 1.974
}